Record 1
Formula: C16H19ClFN2O5PPtS3Sb
Source: the OMol25 dataset
Level of theory: ωB97M-V/def2-TZVPD

Element x y z (Å)
Pt (-1.03, 1.78, 0.57)
Sb (-3.72, 3.49, 1.79)
Cl (5.75, 1.71, -1.11)
S (-2.66, 1.35, 2.39)
S (-5.73, 3.05, 0.74)
S (-2.02, 3.92, 0.05)
P (-3.48, 0.18, -1.49)
F (2.28, -3.49, 3.58)
O (0.18, -0.15, 0.25)
O (-2.29, 1.04, -1.31)
O (3.33, -2.49, -1.58)
O (-1.50, -1.59, -0.08)
O (4.94, -3.62, 2.50)
N (4.07, -2.92, 0.51)
N (1.81, -2.54, 0.12)
C (2.63, 1.24, 1.31)
C (3.39, 2.98, -0.71)
C (4.21, 1.92, -0.33)
C (-4.29, -0.47, 0.00)
C (3.08, -2.62, -0.40)
C (2.59, -3.17, 2.29)
C (1.78, 2.32, 0.99)
C (1.58, -2.81, 1.45)
C (-3.10, -1.24, -2.59)
C (2.19, 3.17, -0.05)
C (0.56, 2.56, 1.74)
C (3.83, 1.04, 0.68)
C (0.70, -2.25, -0.75)
C (-4.81, 1.10, -2.34)
C (3.94, -3.27, 1.87)
C (-0.32, -1.22, -0.12)
H (-4.82, 0.35, 0.49)
H (-4.38, 1.65, -3.19)
H (-2.41, -1.89, -2.04)
H (-5.60, 0.44, -2.69)
H (2.32, 0.55, 2.09)
H (4.48, 0.22, 0.96)
H (0.56, -2.73, 1.79)
H (-5.22, 1.82, -1.64)
H (5.00, -2.96, 0.13)
H (-3.53, -0.87, 0.67)
H (1.55, 4.00, -0.33)
H (1.10, -1.80, -1.66)
H (3.69, 3.64, -1.50)
H (-4.00, -1.79, -2.86)
H (0.33, 3.62, 1.86)
H (-2.61, -0.86, -3.48)
H (-5.01, -1.25, -0.28)
H (0.52, 2.02, 2.69)
H (0.16, -3.17, -1.00)

Computed properties:
Charge: -2
<S²>: 0.756
Spin multiplicity: 2
LUMO (spin up / spin down): 4.06 / 4.06 eV
Highest occupied orbital energy (spin up / spin down): -0.8 / -0.8 eV
Orbital gap (spin up / spin down): 4.8 / 4.8 eV


Record 2
Formula: CH6N5OS
Source: the OMol25 dataset
Level of theory: ωB97M-V/def2-TZVPD

Element x y z (Å)
S (2.65, -0.89, -0.73)
O (0.19, -1.84, 1.67)
N (-2.20, -0.03, -0.37)
N (1.31, 1.44, -0.40)
N (1.35, 0.16, -0.63)
N (-0.07, -0.67, 1.11)
N (-0.89, 0.40, -0.87)
C (0.09, -0.49, -0.30)
H (0.35, 0.08, 1.68)
H (-0.58, 1.29, -0.36)
H (-1.83, -0.59, 0.46)
H (2.35, 1.72, -0.49)
H (-2.79, 0.89, -0.03)
H (0.08, -1.46, -0.74)

Computed properties:
Charge: -1
SMILES string: [H]/N=[N+](\[S-])[C@H](NN)N[O-]
LUMO (spin up / spin down): 3.41 / 3.91 eV
Highest occupied orbital energy (spin up / spin down): -2.1 / -3.7 eV
Orbital gap (spin up / spin down): 5.5 / 7.7 eV


Record 3
Formula: C6H12OS
Source: the OMol25 dataset
Level of theory: ωB97M-V/def2-TZVPD

Element x y z (Å)
S (2.10, -0.75, -0.50)
O (-1.70, -0.86, 1.33)
C (-1.99, -1.20, -0.96)
C (-1.24, 1.66, -0.09)
C (-0.96, -0.86, 0.11)
C (3.41, -0.15, 0.55)
C (0.98, 0.60, -0.40)
C (-0.31, 0.49, -0.10)
H (-1.65, -1.05, -2.00)
H (1.50, 1.57, -0.53)
H (-2.88, -0.52, -0.88)
H (4.13, -0.92, 0.67)
H (-2.40, -2.22, -0.78)
H (-1.72, 1.74, -1.07)
H (-2.16, 1.42, 0.54)
H (-0.21, -1.68, 0.19)
H (-0.71, 2.63, 0.11)
H (3.03, 0.07, 1.54)
H (-1.05, -0.69, 2.05)
H (3.85, 0.72, 0.20)

Computed properties:
SMILES string: CS/C=C(/C)[C@H](C)O
LUMO: 0.82 eV
Highest occupied orbital energy: -8.3 eV
Orbital gap: 9.1 eV


Record 4
Formula: C5H10O2
Source: the OMol25 dataset
Level of theory: ωB97M-V/def2-TZVPD

Element x y z (Å)
O (-1.18, 0.27, -0.66)
O (1.71, 0.07, 0.59)
C (-2.35, -0.49, -0.48)
C (0.47, -0.65, 0.96)
C (0.73, 1.40, 0.32)
C (2.02, 0.15, -0.99)
C (-0.46, 0.49, 0.55)
H (0.96, 2.05, 1.15)
H (2.67, 1.03, -1.15)
H (-1.17, 0.81, 1.33)
H (2.56, -0.78, -1.06)
H (0.38, -1.59, 0.40)
H (0.49, -0.85, 2.04)
H (-2.13, -1.51, -0.11)
H (-3.04, -0.02, 0.24)
H (-2.84, -0.58, -1.45)
H (1.17, 0.20, -1.69)

Computed properties:
LUMO: 0.93 eV
Highest occupied orbital energy: -7.1 eV
Orbital gap: 8.0 eV